(1)
58
Properties=species:S:1:pos:R:3:forces:R:3:mulliken_charge:R:1 method="wB97M-V/def2-TZVPD" energy_ha=-2806.0431 de_lowest_ev=0.000 homo_lumo_gap_ev="5.66 / 5.67" e_homo_ha="-0.271 / -0.271" total_charge=0
Os -0.020 0.333 -0.501 0.29 -0.15 -0.24 2.66
S 1.405 -1.166 0.737 -0.18 -0.28 0.04 -0.56
P -2.553 -0.551 -2.151 0.14 0.10 -0.08 0.82
P -2.437 2.157 -1.514 0.04 -0.15 0.03 0.43
O -3.088 0.664 -1.242 -0.15 0.02 -0.04 -0.22
O -1.202 -0.973 -1.522 0.11 0.17 0.02 -0.25
O -2.592 -0.201 -3.583 0.00 -0.02 0.02 -0.85
O -2.985 2.539 -2.944 0.02 -0.08 -0.13 -0.57
O -3.511 -1.756 -1.758 -0.13 -0.02 0.02 -0.56
O -2.837 3.091 -0.463 -0.02 -0.01 0.02 -0.71
O -0.938 1.809 -1.675 -0.13 -0.03 0.05 -0.58
N 1.307 1.742 -0.266 0.44 0.32 -0.45 0.76
N 1.676 0.337 -1.881 -0.06 0.12 -0.11 -0.24
N 1.339 2.848 0.310 -0.28 -0.22 0.16 -1.20
N -0.767 0.832 1.126 -0.07 0.23 0.57 0.24
C 3.243 -4.413 -0.749 0.00 -0.03 -0.02 -0.57
C 0.262 3.100 1.161 0.28 0.08 -0.19 0.17
C 0.235 4.415 1.651 -0.02 -0.01 0.00 -0.36
C -0.676 -0.073 3.403 -0.01 -0.06 0.02 0.50
C 2.246 -5.099 -1.431 0.00 0.03 0.02 -0.45
C -1.942 -2.039 3.955 0.00 0.00 0.04 -0.44
C -2.458 -2.076 2.669 0.01 0.04 -0.04 -0.81
C -1.744 2.635 2.412 0.05 -0.05 -0.09 -0.06
C -1.775 3.938 2.844 -0.01 0.07 0.01 -0.68
C -1.199 -0.120 2.114 0.06 0.08 -0.09 -0.62
C 0.962 -4.574 -1.457 0.00 -0.04 -0.02 -0.70
C 2.960 -3.213 -0.119 0.01 0.00 -0.02 -0.58
C 3.389 2.017 -1.718 -0.01 -0.14 -0.09 -0.78
C -0.775 4.841 2.475 0.01 -0.07 -0.01 -0.70
C -2.084 -1.117 1.739 -0.02 -0.04 0.06 -0.44
C 0.667 -3.382 -0.810 -0.03 0.03 0.03 -0.25
C 1.668 -2.683 -0.139 0.10 0.12 -0.08 0.64
C -1.048 -1.039 4.320 -0.02 0.00 -0.05 -0.87
C 3.992 1.444 -2.837 -0.03 -0.01 0.04 -0.30
C -0.737 2.182 1.550 -0.23 -0.14 0.08 0.10
C 2.233 1.409 -1.307 -0.33 0.10 0.33 0.46
C 3.422 0.339 -3.452 0.01 0.00 0.03 -0.83
C 2.247 -0.206 -2.944 0.08 -0.09 0.11 -0.23
H 2.468 -6.032 -1.932 0.00 -0.01 0.00 0.38
H 4.250 -4.809 -0.715 0.01 -0.01 0.00 0.36
H 0.036 0.694 3.675 0.01 0.03 -0.02 0.50
H -2.598 4.269 3.463 0.00 0.00 0.01 0.41
H 3.876 -0.105 -4.325 0.01 0.01 -0.01 0.43
H -2.853 1.781 -3.552 -0.02 0.06 0.05 0.40
H -0.339 -2.991 -0.830 -0.03 0.03 0.00 0.35
H 3.744 -2.671 0.395 0.00 0.01 0.01 0.40
H 0.173 -5.100 -1.979 -0.01 0.00 -0.01 0.41
H -2.481 -1.144 0.736 0.00 0.04 -0.05 0.51
H -4.283 -1.787 -2.338 0.08 -0.01 0.05 0.34
H 4.907 1.867 -3.228 0.00 0.00 -0.01 0.42
H -0.630 -1.019 5.317 0.00 -0.01 0.02 0.40
H 1.030 5.075 1.332 0.00 0.02 0.01 0.48
H 3.781 2.881 -1.205 0.01 0.02 0.01 0.52
H -2.537 1.953 2.679 -0.01 -0.01 0.01 0.53
H 1.762 -1.071 -3.374 -0.01 0.01 -0.01 0.54
H -3.152 -2.853 2.378 -0.01 -0.01 0.01 0.45
H -0.803 5.863 2.825 0.01 0.01 -0.01 0.40
H -2.231 -2.793 4.675 0.01 -0.01 0.00 0.40

(2)
75
Properties=species:S:1:pos:R:3:forces:R:3:mulliken_charge:R:1 method="wB97M-V/def2-TZVPD" energy_ha=-2864.9252 de_lowest_ev=2.023 homo_lumo_gap_ev="5.94 / 6.08" spin_multiplicity=2 e_homo_ha="-0.596 / -0.596" total_charge=+3 s2=0.755
Re -0.448 0.124 0.135 -2.45 0.80 -1.05 2.47
S 2.279 0.601 -1.787 -0.20 -0.18 -0.20 0.15
O 1.340 0.739 -0.510 0.49 0.09 0.31 -0.57
O 0.064 -1.673 0.352 0.19 -0.26 -0.22 0.09
O -1.478 -7.433 2.097 0.01 0.04 0.00 -0.56
O -3.336 -6.423 2.567 0.05 0.03 -0.03 -0.56
O -1.939 1.400 -1.001 0.41 -0.57 0.31 -0.69
O 2.326 -3.043 0.856 -0.07 -0.02 0.00 -0.56
O -0.297 -4.008 -2.860 -0.02 -0.01 0.05 -0.43
O -3.894 -1.835 1.407 -0.04 -0.11 0.00 -0.56
O 0.648 -2.026 -2.364 0.09 0.03 0.03 -0.43
O 1.922 -4.696 -0.479 -0.06 0.02 -0.08 -0.56
O -2.254 -0.572 0.936 -0.29 -0.03 0.19 -0.45
O -3.884 1.873 -1.832 0.05 0.11 0.06 -0.43
N -2.200 -6.470 2.161 -0.08 -0.10 0.01 1.01
N -2.731 -1.723 1.187 0.10 0.21 -0.01 0.98
N -1.848 -0.975 -1.893 0.83 -0.60 -0.10 0.10
N -0.584 2.232 0.771 0.27 0.30 0.42 0.36
N 1.613 -3.891 0.367 0.10 -0.02 0.20 1.15
N 0.061 0.321 2.216 0.38 -0.06 -0.22 -0.57
C -0.611 3.317 0.010 0.25 -0.15 0.11 -0.16
C 5.312 3.913 -1.287 0.20 0.16 0.10 0.82
C -0.304 -5.161 1.252 0.00 -0.17 0.07 -0.49
C -1.888 4.544 1.628 -0.03 0.07 0.04 -0.55
C -1.827 3.427 2.493 -0.15 0.20 0.05 0.51
C -1.858 -2.872 1.232 -0.24 0.03 0.07 -0.54
C 3.293 -0.807 -1.407 -0.08 -0.20 0.21 -0.79
C -1.448 1.131 4.079 0.02 -0.01 0.21 -0.84
C -2.425 3.331 3.777 0.02 -0.01 0.02 -0.84
C -0.311 -2.730 -2.522 -0.10 -0.09 0.03 -0.20
C -1.108 2.326 2.033 0.01 0.33 -0.48 0.73
C -4.184 -1.044 -2.434 -0.12 -0.02 0.00 -0.87
C 6.355 4.991 -1.156 -0.16 -0.04 -0.14 -1.45
C -2.414 -4.075 1.668 -0.23 0.25 0.01 -0.59
C 4.817 3.564 -2.540 -0.01 -0.01 -0.18 -0.71
C -2.813 -2.946 -2.845 -0.02 0.01 0.00 -0.59
C -3.043 -0.404 -1.987 -0.13 0.00 0.10 0.90
C 4.825 3.241 -0.162 -0.03 -0.06 0.10 -0.87
C -4.073 -2.370 -2.830 0.03 0.00 -0.02 -1.02
C -0.877 1.237 2.851 -0.01 -0.46 0.17 0.03
C 0.222 -3.955 0.858 0.22 -0.04 -0.20 -0.10
C 3.884 2.235 -0.280 0.22 -0.01 0.06 -0.45
C -2.261 2.201 4.534 0.06 -0.02 -0.06 -0.96
C -1.235 4.502 0.424 0.04 0.02 0.00 -0.99
C -2.959 1.003 -1.577 -0.06 0.14 0.08 0.57
C -0.524 -2.780 0.829 0.26 0.53 0.04 1.34
C -1.624 -5.188 1.679 0.17 -0.11 0.01 -0.87
C 3.429 1.896 -1.549 -0.22 0.20 0.10 0.74
C 3.872 2.562 -2.684 -0.01 0.08 -0.14 -0.59
C -1.725 -2.209 -2.380 0.11 -0.06 -0.08 0.75
H -1.220 5.356 -0.238 -0.01 -0.01 0.00 0.46
H -5.146 -0.547 -2.455 0.01 -0.01 -0.01 0.36
H -3.444 -4.131 1.994 0.00 -0.02 0.01 0.73
H 5.175 4.087 -3.419 0.00 -0.04 0.02 0.44
H 0.132 -0.556 2.729 0.02 -0.08 -0.09 0.29
H 6.711 5.096 -0.134 0.00 -0.03 0.00 0.37
H 7.203 4.784 -1.809 0.04 -0.08 0.05 0.38
H 4.081 -0.821 -2.163 0.01 0.03 0.04 0.53
H 0.284 -6.072 1.245 0.02 0.01 -0.02 0.68
H -2.657 -3.946 -3.223 -0.01 -0.01 0.01 0.61
H -4.944 -2.929 -3.147 0.01 0.02 -0.05 0.53
H 2.682 -1.700 -1.485 0.04 0.01 -0.02 0.18
H 5.954 5.952 -1.483 -0.06 0.01 0.05 0.35
H -2.434 5.431 1.931 0.04 -0.02 -0.01 0.51
H -1.270 0.274 4.719 0.01 0.05 0.01 0.49
H -4.625 1.544 -2.364 0.03 -0.04 -0.01 0.36
H 3.501 2.297 -3.668 -0.01 0.03 0.05 0.49
H 0.612 -4.329 -2.997 0.00 0.07 0.02 0.44
H 0.986 0.758 2.232 0.10 -0.17 0.15 0.37
H -3.010 4.161 4.153 0.03 -0.02 -0.01 0.49
H 5.208 3.505 0.816 -0.03 -0.01 -0.02 0.35
H -0.151 3.244 -0.966 -0.05 -0.02 -0.02 0.62
H -2.722 2.128 5.509 0.00 0.01 -0.02 0.45
H 3.710 -0.696 -0.407 0.06 0.05 -0.06 0.39
H 3.527 1.709 0.597 0.02 0.03 -0.01 0.31

(3)
61
Properties=species:S:1:pos:R:3:forces:R:3:mulliken_charge:R:1 method="wB97M-V/def2-TZVPD" energy_ha=-2499.0946 smiles="CS(=O)(=O)C(=O)OCPP(=O)(O)O.CC(C)=O.CC(C)=O.CC(C)=O.CC(C)=O" de_lowest_ev=5.561 homo_lumo_gap_ev=7.51 e_homo_ha=-0.324 total_charge=0
S -2.331 2.141 -0.864 -3.63 -6.47 -0.89 1.08
P 1.046 2.450 2.771 0.34 -1.60 6.73 0.90
P 2.385 2.793 1.086 0.39 -1.32 -1.12 -0.04
O 1.921 1.748 3.928 -2.99 2.67 -4.90 -0.62
O 1.333 -4.231 0.571 -0.22 0.31 1.59 -0.57
O -0.786 3.916 -2.359 0.79 -6.94 5.75 -0.49
O 0.546 2.253 -1.039 -3.48 3.74 -0.09 -0.12
O -2.069 0.858 -0.032 -0.04 4.99 -1.96 -0.55
O -0.339 1.452 2.428 1.07 3.30 1.15 -0.46
O -3.286 1.728 -2.046 3.62 2.84 3.68 -0.63
O 3.587 -5.404 -2.736 1.25 -0.40 -1.11 -0.51
O -5.667 4.820 1.770 -1.35 -0.22 -0.18 -0.55
O 3.677 -0.519 -0.720 -1.08 -0.39 -0.34 -0.62
O 0.462 3.975 3.465 1.38 -1.57 -1.84 -0.55
C -6.884 4.684 1.657 1.39 0.17 0.15 0.85
C 5.059 -4.633 -4.450 -0.28 0.39 0.13 -0.99
C 5.080 -7.059 -3.593 -0.27 -0.23 0.35 -1.13
C -3.104 3.537 0.185 -0.78 0.81 0.46 -0.73
C 0.125 -4.358 2.627 -0.27 -0.28 -0.37 -1.14
C -7.568 4.843 0.326 0.44 0.09 -0.24 -1.09
C 2.640 -1.051 -1.113 1.10 0.21 0.22 0.57
C 1.465 3.308 -0.506 0.51 2.56 -1.97 -0.51
C -0.697 2.871 -1.527 1.79 5.18 -3.93 0.38
C 2.645 -2.440 -1.692 0.49 0.15 0.09 -0.83
C 4.493 -5.674 -3.522 -1.32 0.38 1.15 0.85
C -7.746 4.351 2.845 0.41 0.00 0.33 -1.09
C 2.335 -3.061 2.395 0.24 0.04 -0.46 -1.04
C 1.270 -3.912 1.758 0.15 -0.37 -1.45 0.86
C 1.316 -0.338 -1.033 0.56 0.19 0.44 -0.52
H 2.296 3.435 -1.354 -1.57 -0.25 2.04 0.32
H 0.628 -0.901 -0.398 -0.12 -0.03 -0.21 0.36
H 6.123 -4.490 -4.244 -0.01 -0.10 -0.20 0.32
H -1.155 1.763 2.955 1.86 -0.53 -1.08 0.31
H -8.066 3.910 0.050 -0.17 0.15 0.06 0.32
H 0.502 -4.965 3.455 -0.06 0.20 0.09 0.35
H -8.252 3.396 2.682 -0.16 0.17 -0.03 0.33
H 4.540 -3.682 -4.288 0.11 -0.23 -0.01 0.19
H 4.932 -7.475 -4.593 0.23 0.04 0.01 0.33
H 1.217 4.640 3.436 -1.25 -1.35 0.06 0.33
H 0.935 4.373 -0.442 0.88 -2.50 -0.17 0.42
H 0.898 -0.218 -2.035 -0.14 -0.14 0.11 0.35
H 2.286 -2.414 -2.724 -0.16 -0.08 0.08 0.44
H 1.465 0.655 -0.594 0.13 -1.01 -0.14 -0.12
H 2.016 -3.098 -1.087 0.01 0.04 -0.27 0.13
H -6.822 5.082 -0.439 -0.17 -0.04 0.17 0.27
H -0.413 -3.486 3.009 0.13 -0.08 0.17 0.30
H -7.117 4.267 3.738 -0.13 0.03 -0.22 0.29
H -8.292 5.660 0.376 -0.11 -0.20 -0.01 0.36
H 6.144 -7.025 -3.349 -0.01 -0.04 -0.23 0.33
H -2.581 4.569 -0.030 -0.89 -2.23 0.39 0.38
H -4.246 3.626 -0.150 2.68 -0.44 0.63 0.20
H 1.896 -2.131 2.766 0.06 -0.10 0.20 0.28
H 2.810 -3.610 3.212 -0.13 0.16 0.10 0.39
H -3.057 3.240 1.339 0.10 0.53 -2.78 0.27
H 3.203 3.938 1.480 -1.27 -0.34 -0.21 0.15
H -8.478 5.147 3.007 -0.12 -0.18 -0.09 0.34
H 3.098 -2.814 1.649 -0.16 -0.04 0.15 0.21
H -0.566 -4.965 2.034 0.17 0.14 0.11 0.30
H 3.668 -2.831 -1.687 -0.26 0.07 0.00 0.19
H 4.574 -7.705 -2.867 0.10 0.18 -0.16 0.29
H 4.910 -4.940 -5.488 0.22 -0.02 0.03 0.34